Entry 1:
{"formula": "C2H4N4O", "method": "the ωB97M-V functional and the def2-TZVPD basis", "elements": ["H", "N", "H", "H", "N", "C", "N", "C", "H", "O", "N"], "coordinates": [[-0.317, 2.465, -0.342], [-0.336, -1.586, -0.820], [1.723, 0.453, -2.034], [-0.614, -0.336, 2.125], [0.794, -0.546, -0.289], [-0.271, -1.155, 0.359], [-0.750, -1.195, 1.608], [0.504, 0.799, -0.649], [-1.657, -1.626, 1.724], [1.205, 1.208, -1.718], [-0.280, 1.519, 0.037]], "forces_ev_per_angstrom": [[-0.013, -0.072, 0.055], [-0.154, 0.030, 0.435], [-0.058, 0.123, 0.021], [0.010, -0.102, -0.073], [0.168, 0.197, 0.090], [-0.078, -0.126, -0.333], [-0.063, 0.060, -0.110], [-0.203, 0.109, 0.255], [0.115, 0.024, -0.025], [0.033, -0.134, -0.032], [0.244, -0.110, -0.283]], "charge": 0, "homo_lumo_gap_ev": 10.30, "de_lowest_kcal_mol": 64.28, "spin_multiplicity": 1, "e_homo_ev": -9.5, "molar_mass_da": 100.08, "smiles": "[H]/N=C(\\O)N1N=C1N"}

Entry 2:
{"formula": "C2H4N4O", "method": "the ωB97M-V functional and the def2-TZVPD basis", "elements": ["N", "H", "H", "C", "O", "C", "H", "N", "N", "N", "H"], "coordinates": [[2.102, 0.186, 0.596], [-1.522, -1.302, -0.888], [-3.085, 0.637, 1.179], [1.258, 0.264, -0.444], [-2.716, -0.020, 0.579], [-1.419, 0.312, 0.387], [2.355, -0.744, 0.896], [0.806, 0.919, -1.415], [-0.941, -0.584, -0.467], [0.336, -0.554, -1.084], [2.826, 0.885, 0.661]], "forces_ev_per_angstrom": [[-0.066, 0.088, -0.132], [-0.003, 0.099, -0.017], [0.064, -0.129, -0.041], [-0.027, 0.143, -0.311], [0.088, 0.234, 0.147], [0.060, -0.498, -0.270], [-0.106, 0.085, 0.008], [0.301, -0.059, 0.352], [-0.224, 0.302, 0.194], [0.026, -0.245, 0.073], [-0.113, -0.020, -0.003]], "charge": 0, "homo_lumo_gap_ev": 9.69, "de_lowest_kcal_mol": 116.67, "spin_multiplicity": 1, "e_homo_ev": -8.9, "molar_mass_da": 100.08}

Entry 3:
{"formula": "C2H4N4O", "method": "the ωB97M-V functional and the def2-TZVPD basis", "elements": ["H", "H", "N", "H", "O", "N", "N", "H", "C", "C", "N"], "coordinates": [[-0.320, 0.822, 2.746], [-1.817, 0.862, 1.959], [1.024, 0.174, 0.717], [2.051, -0.044, -1.060], [-0.241, -0.617, -2.455], [-0.919, 0.410, 2.044], [-1.005, -0.074, -0.296], [0.417, -1.281, -2.700], [-0.054, -0.292, -1.165], [-0.287, 0.202, 0.838], [1.164, -0.182, -0.603]], "forces_ev_per_angstrom": [[-0.080, -0.008, -0.067], [0.074, -0.073, 0.014], [-0.345, 0.024, 0.065], [-0.110, -0.100, 0.039], [0.063, -0.068, 0.042], [0.023, 0.111, -0.010], [0.218, -0.058, -0.087], [-0.100, 0.121, -0.104], [0.132, -0.031, 0.211], [0.128, 0.042, 0.144], [-0.004, 0.039, -0.246]], "charge": 0, "homo_lumo_gap_ev": 9.07, "de_lowest_kcal_mol": 9.63, "spin_multiplicity": 1, "e_homo_ev": -8.6, "molar_mass_da": 100.08, "smiles": "Nc1n[nH]c(O)n1"}

Entry 4:
{"formula": "C2H4N4O", "method": "the ωB97M-V functional and the def2-TZVPD basis", "elements": ["N", "C", "C", "H", "N", "O", "H", "N", "H", "H", "N"], "coordinates": [[1.589, 1.244, -0.916], [0.576, 0.459, -0.431], [-0.686, -1.204, -0.345], [-1.148, -0.609, 2.595], [-0.832, -0.472, 0.762], [-1.691, -0.700, 1.796], [1.595, 2.212, -0.626], [0.177, -0.634, -1.137], [1.659, 1.185, -1.915], [-1.246, -2.081, -0.537], [0.007, 0.600, 0.754]], "forces_ev_per_angstrom": [[0.245, 0.743, 0.036], [0.011, -0.528, 0.091], [-0.486, 0.453, 0.747], [-0.006, -0.061, -0.088], [0.645, 0.056, -0.224], [0.062, 0.105, 0.029], [-0.116, -0.209, 0.234], [0.489, 0.373, -0.379], [0.069, -0.197, -0.282], [-0.415, -0.653, -0.069], [-0.498, -0.082, -0.093]], "charge": 0, "homo_lumo_gap_ev": 9.53, "de_lowest_kcal_mol": 49.11, "spin_multiplicity": 1, "e_homo_ev": -8.7, "molar_mass_da": 100.08, "smiles": "Nc1ncn(O)n1"}

Entry 5:
{"formula": "C2H4N4O", "method": "the ωB97M-V functional and the def2-TZVPD basis", "elements": ["H", "H", "N", "H", "H", "N", "N", "C", "C", "O", "N"], "coordinates": [[-2.759, 0.816, -0.016], [-2.905, -0.919, -0.006], [-0.194, -1.206, 0.012], [2.761, -0.233, 0.852], [2.757, -0.225, -0.826], [-2.332, -0.092, -0.019], [2.283, -0.548, 0.013], [-1.007, -0.201, -0.003], [0.143, 0.834, -0.005], [0.299, 2.022, -0.021], [0.956, -0.248, 0.018]], "forces_ev_per_angstrom": [[0.016, -0.092, 0.002], [-0.040, 0.099, 0.000], [-0.671, -0.039, -0.014], [-0.182, -0.052, -0.145], [-0.175, -0.057, 0.136], [-0.377, -0.067, -0.003], [-0.023, 0.145, -0.011], [0.895, -0.482, -0.002], [0.235, 1.005, -0.009], [-0.161, -0.321, -0.001], [0.482, -0.139, 0.046]], "charge": 0, "homo_lumo_gap_ev": 9.13, "de_lowest_kcal_mol": 75.01, "spin_multiplicity": 1, "e_homo_ev": -8.4, "molar_mass_da": 100.08}

Entry 6:
{"formula": "C2H4N4O2", "method": "the ωB97M-V functional and the def2-TZVPD basis", "elements": ["O", "C", "N", "H", "N", "N", "H", "O", "H", "C", "H", "N"], "coordinates": [[2.270, 0.407, 0.202], [-1.117, -0.412, 0.063], [-0.163, 2.007, -0.296], [-1.058, 2.393, 0.233], [-0.501, -1.544, 0.038], [0.790, -1.424, -0.094], [-2.537, 0.863, -0.019], [-2.405, -0.017, 0.134], [2.240, 0.918, 1.082], [-0.108, 0.642, 0.047], [1.354, -2.021, -0.712], [1.078, 0.012, -0.209]], "forces_ev_per_angstrom": [[1.875, 1.495, 1.516], [1.655, 2.259, 0.688], [-2.105, -3.197, 3.835], [1.974, -0.835, -1.548], [-3.278, -1.416, -1.201], [2.263, 2.112, 1.408], [0.155, 3.735, -0.769], [0.252, -5.975, 1.030], [-0.550, -1.083, -1.583], [0.708, 5.015, -3.414], [-0.953, 0.318, 0.211], [-1.995, -2.428, -0.174]], "charge": 0, "homo_lumo_gap_ev": 8.43, "de_lowest_kcal_mol": 107.36, "spin_multiplicity": 1, "e_homo_ev": -8.4, "molar_mass_da": 116.08, "smiles": "[H]/N=c1\\c(O)n[nH]n1O"}

Entry 7:
{"formula": "C2H4N4O2", "method": "the ωB97M-V functional and the def2-TZVPD basis", "elements": ["H", "O", "N", "N", "H", "N", "O", "N", "H", "H", "C", "C"], "coordinates": [[1.319, 1.679, -0.475], [-2.778, 0.459, 0.399], [-0.714, 0.316, -0.105], [3.129, -0.346, 0.709], [-0.725, -1.709, -0.852], [-1.550, 1.137, 0.369], [2.212, 1.414, -0.389], [2.161, 0.158, 0.247], [4.174, 0.012, 0.545], [-3.414, -1.468, -0.175], [-1.251, -0.883, -0.304], [-2.564, -0.768, 0.032]], "forces_ev_per_angstrom": [[-1.877, -0.075, -0.095], [-0.868, 0.872, 1.121], [0.849, 1.952, 0.701], [3.979, -0.780, -0.118], [-0.557, 1.041, 1.065], [0.202, -0.670, -0.770], [3.243, -0.557, 0.181], [-2.526, 0.869, -0.023], [-2.620, 0.335, 0.129], [0.921, 0.995, 0.693], [-0.202, -2.180, -1.398], [-0.545, -1.803, -1.487]], "charge": 0, "homo_lumo_gap_ev": 10.16, "de_lowest_kcal_mol": 99.99, "spin_multiplicity": 1, "e_homo_ev": -9.4, "molar_mass_da": 116.08, "smiles": "[H]/N=N\\O.c1conn1"}

Entry 8:
{"formula": "C2H4N4O2", "method": "the ωB97M-V functional and the def2-TZVPD basis", "elements": ["C", "H", "N", "H", "N", "H", "N", "O", "C", "N", "H", "O"], "coordinates": [[-0.373, -0.134, -1.049], [-0.718, -1.111, 2.147], [0.643, -0.581, -0.173], [-0.779, 0.653, 3.030], [0.238, 0.505, 1.019], [1.946, 1.016, -1.095], [-1.488, 0.485, -0.507], [1.907, -0.573, -0.591], [-0.108, -0.143, 2.401], [-1.195, 0.741, 0.670], [0.995, -0.582, 3.167], [-0.151, -0.222, -2.212]], "forces_ev_per_angstrom": [[2.471, -0.928, -2.667], [1.097, 1.832, 0.869], [-1.201, 1.472, 3.645], [1.964, -2.089, -1.709], [-2.111, -2.328, 0.148], [0.491, -3.990, 0.861], [0.286, -0.490, 1.884], [-2.030, 4.965, -0.686], [1.608, -1.468, 1.903], [1.330, 1.123, 0.155], [-3.531, 1.785, -2.824], [-0.373, 0.118, -1.579]], "charge": 0, "homo_lumo_gap_ev": 8.55, "de_lowest_kcal_mol": 213.21, "spin_multiplicity": 1, "e_homo_ev": -10.4, "molar_mass_da": 116.08}

Entry 9:
{"formula": "C2H4N4O4", "method": "the ωB97M-V functional and the def2-TZVPD basis", "elements": ["N", "O", "H", "O", "C", "H", "N", "N", "O", "C", "H", "O", "N", "H"], "coordinates": [[-0.970, 1.325, 0.755], [-2.206, 1.607, 2.574], [0.543, -1.318, -1.662], [2.065, -2.391, 1.233], [1.263, -0.396, -1.320], [-1.123, -0.545, -0.244], [0.372, 0.633, -0.851], [-2.126, 1.110, 1.479], [2.092, -0.857, -0.264], [-0.685, 0.445, -0.116], [1.775, -0.012, -2.181], [-3.043, 0.695, 0.865], [1.350, -1.831, 0.467], [0.693, 1.535, -0.735]], "forces_ev_per_angstrom": [[0.865, 0.845, 0.867], [0.822, -0.345, 0.748], [1.865, 2.171, 0.630], [-1.695, 1.306, -1.518], [-3.534, -2.038, -0.042], [-0.559, 0.216, 0.317], [1.050, -0.785, -2.011], [0.302, 2.378, 0.169], [0.174, -0.200, -0.544], [-0.949, -2.139, 1.164], [0.871, -0.174, 0.009], [-2.781, -2.137, -1.379], [2.087, -1.237, 1.522], [1.484, 2.141, 0.068]], "charge": 0, "homo_lumo_gap_ev": 9.31, "de_lowest_kcal_mol": 61.03, "spin_multiplicity": 1, "e_homo_ev": -10.2, "molar_mass_da": 148.08, "smiles": "O=NOCN/C=N/[N+](=O)[O-]"}

Entry 10:
{"formula": "C2H4N4S", "method": "the ωB97M-V functional and the def2-TZVPD basis", "elements": ["C", "H", "N", "S", "C", "H", "N", "N", "H", "H", "N"], "coordinates": [[0.204, -0.381, -0.262], [-2.103, -0.550, -1.338], [1.362, 0.295, 0.218], [0.182, -2.076, -0.166], [-0.735, 0.680, -0.177], [1.818, -0.377, 1.128], [-0.343, 1.780, 0.428], [-1.882, 0.518, -0.645], [-2.693, 0.818, -0.014], [1.625, 2.449, 0.528], [1.095, 1.562, 0.711]], "forces_ev_per_angstrom": [[4.163, -0.376, 2.872], [1.040, 4.406, 3.471], [2.268, -3.099, 3.007], [-0.735, 1.672, -0.935], [4.256, 1.527, 1.583], [-1.266, 2.516, -3.937], [2.756, -0.630, -0.324], [-9.773, -4.180, -3.796], [1.429, -0.613, -1.790], [-0.320, -1.721, -0.502], [-3.818, 0.498, 0.351]], "charge": 0, "homo_lumo_gap_ev": 7.42, "de_lowest_kcal_mol": 107.13, "spin_multiplicity": 1, "e_homo_ev": -8.1, "molar_mass_da": 116.15}

Entry 11:
{"formula": "C2H4N5O2S", "method": "the ωB97M-V functional and the def2-TZVPD basis", "elements": ["O", "C", "N", "S", "N", "N", "N", "H", "O", "N", "C", "H", "H", "H"], "coordinates": [[3.144, 1.442, -1.896], [-0.123, 0.486, 0.552], [0.437, -1.522, -1.690], [-1.358, -0.812, 0.662], [2.557, -0.674, -1.669], [-0.504, 1.644, 1.186], [3.441, 0.346, -1.519], [-0.495, -1.315, -1.120], [4.517, -0.017, -1.141], [0.953, 0.456, -0.137], [1.311, -0.638, -1.305], [0.159, 2.174, 1.807], [0.554, -2.360, -2.406], [-1.378, 1.344, 1.649]], "forces_ev_per_angstrom": [[-0.048, 1.757, -0.377], [-0.573, -2.102, -1.645], [-2.880, -1.671, -0.727], [0.230, 0.604, -0.104], [-0.748, -0.981, -0.948], [-0.499, 0.637, 2.057], [-1.764, -1.408, 0.033], [1.257, -1.256, -0.952], [2.137, 0.169, 0.767], [1.702, -1.610, -3.256], [1.166, 2.986, 3.944], [-0.739, -0.997, -1.222], [0.036, 2.953, 2.247], [0.722, 0.917, 0.183]], "charge": -1, "homo_lumo_gap_ev": 7.74, "de_lowest_kcal_mol": 46.42, "spin_multiplicity": 1, "e_homo_ev": -4.2, "molar_mass_da": 162.15, "smiles": "NC(=S)/N=C(\\N)N=[N+]([O-])[O-]"}

Entry 12:
{"formula": "C2H4N5O3", "method": "the ωB97M-V functional and the def2-TZVPD basis", "elements": ["N", "H", "H", "H", "C", "H", "O", "N", "O", "N", "N", "O", "N", "C"], "coordinates": [[-0.337, 2.822, 0.507], [-1.257, -0.455, -1.640], [0.592, -0.391, -2.172], [1.294, 0.336, 2.675], [-0.183, -0.154, -1.412], [0.262, -0.613, -0.512], [1.801, 3.721, 4.181], [1.528, 2.624, 4.095], [1.585, 1.648, 4.757], [0.847, 2.311, 2.742], [0.508, 0.904, 0.953], [-0.512, 1.216, -1.066], [-0.135, 1.732, 0.116], [0.911, 1.196, 2.121]], "forces_ev_per_angstrom": [[-0.202, 1.902, 1.009], [1.833, -0.523, 0.090], [-0.724, 1.383, -0.082], [0.330, -0.202, -0.050], [-0.997, -1.491, 1.084], [-0.845, -0.263, -0.191], [1.080, 3.383, 0.755], [-1.503, -3.397, -1.489], [0.453, -0.422, 1.018], [-0.919, 1.676, -1.564], [-0.141, -2.578, -1.583], [0.243, 1.574, -0.956], [0.783, -1.199, -0.138], [0.610, 0.156, 2.098]], "charge": 1, "homo_lumo_gap_ev": [6.45, 6.06], "de_lowest_kcal_mol": 147.76, "spin_multiplicity": 1, "e_homo_ev": [-15.5, -15.4], "molar_mass_da": 146.09}